(1)
Computed, not measured: 2 unconnected molecules or ions with the total composition C8H9N4O4S2, with ωB97M-V/def2-TZVPD.

Each line ends with the Mulliken charge.
Cartesian coordinates (Å):
C (0.8243, 0.3174, 3.5460)  -0.986
C (-0.1156, -0.2667, 2.5073)  -0.286
O (-0.8558, 0.8035, 1.8896)  -0.297
C (-1.7021, 0.4544, 0.8632)  0.210
S (-2.7376, 1.6440, 0.3197)  -0.455
S (-1.6473, -1.1390, 0.3341)  -0.485
H (0.6895, -0.2132, 4.4902)  0.262
H (1.8544, 0.1429, 3.2273)  0.247
H (0.6811, 1.3894, 3.7148)  0.285
H (0.4966, -0.8133, 1.7512)  0.298
H (-0.7897, -0.9987, 2.9968)  0.307
C (-3.4360, 5.8386, 1.1097)  -0.595
O (-3.5060, 6.5979, -0.1237)  -0.395
C (-3.3525, 5.8596, -1.2228)  0.565
N (-3.4833, 6.5002, -2.3980)  -0.573
C (-3.3708, 5.7270, -3.4749)  0.532
N (-3.7492, 6.0028, -4.7758)  -0.495
O (-3.7115, 4.7912, -5.4304)  -0.177
N (-3.2811, 3.7038, -4.4991)  0.716
O (-3.2417, 2.5687, -4.9229)  -0.642
C (-3.0186, 4.3216, -3.3170)  0.122
C (-2.9061, 3.7538, -2.0434)  -0.053
N (-3.0885, 4.5642, -1.0100)  -0.297
H (-3.4410, 6.6118, 1.8696)  0.224
H (-4.3073, 5.1908, 1.2128)  0.289
H (-2.5325, 5.2298, 1.1640)  0.309
H (-2.6814, 2.6951, -1.9295)  0.370

Output
* largest force on an atom: 2.9 eV Å⁻¹
* M: 289.3 g mol⁻¹
* charge: -1
* DFT total energy: -44258.925 eV
* E_HOMO: -0.13448 Eh

(2)
Computed, not measured: a molecular structure, C4H3F5NO2, with ωB97M-V/def2-TZVPD.

Each line ends with the Mulliken charge.
Cartesian coordinates (Å):
C (-0.5006, -1.2158, -1.6863)  0.360
C (0.1278, 0.0028, 0.9030)  -0.541
C (-1.2327, -0.2790, -0.5855)  0.902
C (0.4542, 1.5134, 0.8948)  0.747
N (1.2709, -0.7289, 0.6119)  -0.649
O (-0.2239, -0.6047, -2.7655)  -0.705
O (-0.2328, -2.3744, -1.3138)  -0.710
F (-2.2886, -0.9030, -0.0469)  -0.282
F (-1.6155, 1.0456, -0.7980)  -0.308
F (1.3571, 1.7952, 1.8485)  -0.277
F (0.9396, 1.8116, -0.3015)  -0.239
F (-0.6504, 2.2713, 1.1218)  -0.272
H (-0.3447, -0.3872, 1.7648)  0.374
H (0.9753, -1.7397, 0.3287)  0.367
H (1.9643, -0.2071, 0.0238)  0.233

Output
* largest force on an atom: 4.0 eV Å⁻¹
* M: 192.1 g mol⁻¹
* charge: -1
* DFT total energy: -23370.110 eV
* E_HOMO: -0.15885 Eh

(3)
Computed, not measured: a molecular structure, C18H24Cl3GeN7RuS, with ωB97M-V/def2-TZVPD.

Each line ends with the Mulliken charge.
Cartesian coordinates (Å):
Ru (0.7680, -0.4597, 0.4355)  -0.105
N (-3.4564, -1.0815, 1.3912)  -0.405
C (-2.2696, -0.5214, 1.1414)  0.599
S (-0.8792, -1.0724, 1.9788)  -0.344
N (-2.1967, 0.4755, 0.2944)  -1.121
N (-0.8979, 0.9392, 0.2039)  1.004
C (-0.7633, 2.2193, 0.3650)  0.053
C (-1.8189, 3.1682, 0.7426)  -0.047
C (-1.4981, 4.1038, 1.7306)  -0.198
C (-2.4463, 5.0217, 2.1525)  -0.856
C (-3.7001, 5.0379, 1.5600)  -0.424
C (-4.0148, 4.1245, 0.5605)  -0.737
C (-3.0889, 3.1780, 0.1611)  -0.219
C (0.6018, 2.6864, 0.1402)  0.708
C (0.8544, 3.9816, -0.2663)  -0.644
C (2.1520, 4.3470, -0.5913)  -0.647
C (3.1359, 3.3852, -0.5130)  -1.148
C (2.7935, 2.1014, -0.1232)  -0.159
N (1.5524, 1.7350, 0.2225)  0.239
H (-3.5551, -1.8082, 2.0786)  0.226
H (-4.2840, -0.6981, 0.9633)  0.232
H (-0.5212, 4.0936, 2.1972)  0.512
H (-2.2034, 5.7240, 2.9375)  0.422
H (-4.4326, 5.7706, 1.8697)  0.431
H (-4.9872, 4.1516, 0.0887)  0.422
H (-3.3363, 2.4758, -0.6199)  0.478
H (0.0361, 4.6801, -0.3552)  0.562
H (2.3765, 5.3531, -0.9174)  0.487
H (4.1633, 3.6013, -0.7667)  0.443
H (3.5599, 1.3486, -0.1144)  0.712
C (-0.6629, -1.6250, -1.7770)  -0.839
N (0.3029, -2.7063, -1.7815)  0.018
C (1.0008, -2.9452, -3.0544)  -1.122
C (0.8094, -3.1663, -0.6168)  0.532
N (0.8752, -2.3615, 0.4759)  0.186
N (1.1688, -4.4393, -0.5186)  0.067
C (1.8528, -4.9419, 0.6730)  -1.031
C (0.6435, -5.4805, -1.4120)  -1.161
H (-0.9103, -1.3806, -2.8075)  0.368
H (-0.2988, -0.6613, -1.3586)  0.347
H (-1.5749, -1.9001, -1.2496)  0.374
H (1.4848, -2.0278, -3.3851)  0.396
H (0.2939, -3.2793, -3.8127)  0.374
H (1.7623, -3.7077, -2.9209)  0.406
H (0.9745, -2.8401, 1.3599)  0.140
H (1.1547, -5.0717, 1.5036)  0.367
H (2.6598, -4.2738, 0.9582)  0.309
H (2.2804, -5.9124, 0.4371)  0.354
H (-0.0336, -5.0497, -2.1392)  0.394
H (0.1036, -6.2074, -0.8064)  0.421
H (1.4636, -5.9826, -1.9220)  0.389
Cl (3.8075, 1.0717, 2.6417)  -0.139
Ge (2.6717, -0.4524, 1.7953)  0.865
Cl (3.9834, -2.0866, 1.8755)  -0.198
Cl (2.5430, -0.6342, -1.1052)  -0.295

Output
* largest force on an atom: 3.0 eV Å⁻¹
* M: 650.5 g mol⁻¹
* charge: +2
* DFT total energy: -136974.017 eV
* E_HOMO (spin up / spin down): -0.51731 / -0.51729 Eh

(4)
Computed, not measured: a single C3H7N3S molecule, with ωB97M-V/def2-TZVPD.

Each line ends with the Mulliken charge.
Cartesian coordinates (Å):
C (2.6538, 0.2855, -0.0127)  -0.790
C (1.6146, -0.7965, -0.1305)  -0.062
N (0.3495, -0.6500, -0.2260)  -0.283
N (-0.0811, 0.7078, -0.2112)  -0.345
C (-1.3668, 0.7673, -0.1376)  -0.013
N (-2.2160, -0.2862, -0.0120)  -0.297
S (-3.9005, -0.1428, -0.1777)  -0.172
H (2.2238, 1.2901, -0.1297)  0.310
H (3.4460, 0.1384, -0.7663)  0.257
H (3.1553, 0.1832, 1.0043)  0.216
H (1.9646, -1.8372, -0.1211)  0.329
H (-1.8001, 1.7243, -0.1242)  0.362
H (-1.8202, -1.2275, -0.1010)  0.349
H (-4.2228, -0.1566, 1.1457)  0.138

Output
* largest force on an atom: 1.7 eV Å⁻¹
* M: 117.2 g mol⁻¹
* DFT total energy: -18528.368 eV
* E_HOMO: -0.32317 Eh
* structure (SMILES): C/C=N\N=C/NS

(5)
Computed, not measured: a single C4H8OS molecule, with ωB97M-V/def2-TZVPD.

Each line ends with the Mulliken charge.
Cartesian coordinates (Å):
O (0.0900, -0.9687, -1.6178)  -0.545
C (-0.7864, -0.4804, -0.6332)  -0.040
C (-0.1825, -0.9494, 0.7446)  -0.765
C (0.4096, 0.5067, 0.9095)  -0.126
S (2.1696, 0.7898, 0.5011)  -0.207
C (-0.5794, 0.9893, -0.1839)  -0.708
H (0.4577, -0.1813, -2.0166)  0.370
H (-1.8400, -0.6598, -0.7651)  0.312
H (0.4680, -1.8211, 0.7371)  0.308
H (-0.9473, -1.0656, 1.4742)  0.283
H (0.1347, 0.9570, 1.8112)  0.370
H (2.2911, -0.2285, -0.3920)  0.134
H (-1.5068, 1.3503, 0.2746)  0.273
H (-0.1783, 1.7616, -0.8436)  0.340

Output
* largest force on an atom: 1.9 eV Å⁻¹
* M: 104.2 g mol⁻¹
* DFT total energy: -17159.081 eV
* E_HOMO: -0.33185 Eh
* structure (SMILES): O[C@H]1C[C@@H](S)C1

(6)
Computed, not measured: a molecular structure, C43H45N5O7P3PbS, with ωB97M-V/def2-TZVPD.

Each line ends with the Mulliken charge.
Cartesian coordinates (Å):
Pb (-3.4544, -17.3465, 14.8823)  1.522
C (1.3031, -15.3894, 16.5298)  -1.172
C (0.1231, -14.4588, 16.5553)  0.998
C (-1.1179, -14.7417, 17.1888)  -0.578
C (-2.1483, -13.7993, 17.2035)  1.148
C (-3.5067, -14.0689, 17.6735)  -1.238
C (-1.9160, -12.5049, 16.6983)  -0.816
C (-0.6790, -12.1373, 16.1357)  0.430
C (-0.3680, -10.7683, 15.5185)  -1.511
C (0.3406, -13.1464, 16.1157)  -0.939
H (1.6021, -15.7280, 17.5425)  0.318
H (2.1280, -14.8425, 16.0962)  0.362
H (1.1309, -16.2852, 15.9089)  0.091
H (-1.3275, -15.7352, 17.5642)  0.497
H (-3.5682, -14.9477, 18.3591)  0.245
H (-4.2561, -14.2775, 16.8736)  0.053
H (-3.9091, -13.1675, 18.2100)  0.443
H (-2.7647, -11.7925, 16.7557)  0.324
H (0.3748, -10.8691, 14.7041)  0.363
H (-0.0016, -10.0887, 16.2947)  0.329
H (-1.2703, -10.2550, 15.1288)  0.352
H (1.3200, -12.8839, 15.7687)  0.320
C (-6.8318, -19.9445, 16.9608)  -1.759
C (-7.0002, -18.4439, 16.9794)  1.005
O (-8.1808, -18.1092, 17.6394)  -0.641
P (-6.9900, -17.6530, 15.2624)  0.450
O (-6.9557, -16.0657, 15.4845)  -0.396
O (-8.3517, -18.0766, 14.5335)  -0.530
O (-5.8661, -18.1376, 14.3733)  -0.612
P (-5.6138, -17.5586, 17.8494)  0.293
O (-5.3091, -18.1762, 19.3047)  -0.548
O (-6.2018, -16.1646, 17.9806)  -0.862
O (-4.3604, -17.7676, 17.0091)  -0.042
H (-7.4523, -20.3602, 16.1384)  0.406
H (-7.2207, -20.3419, 17.8896)  0.414
H (-5.7902, -20.2836, 16.8259)  0.286
H (-8.1912, -17.1300, 17.8827)  0.460
H (-6.6533, -15.8282, 16.4767)  0.514
H (-9.2059, -17.8078, 14.9011)  0.361
H (-6.0049, -18.0074, 19.9835)  0.371
C (-2.3704, -12.6012, 7.6355)  -0.529
C (-2.8854, -13.8659, 7.7093)  -0.901
C (-3.2491, -14.4272, 8.9280)  -0.312
C (-2.7502, -13.8092, 10.1116)  0.752
C (-2.1100, -12.5600, 10.0098)  -0.674
C (-1.9319, -11.9575, 8.8053)  -0.416
P (-2.8328, -14.6159, 11.7144)  -0.016
C (-2.7480, -16.3886, 11.3799)  0.397
C (-1.5570, -17.0431, 10.7344)  -0.591
C (-2.1755, -17.7366, 9.4877)  -0.624
C (-3.1134, -18.6806, 9.7929)  -1.336
C (-3.4145, -18.6826, 11.2570)  -0.625
C (-3.7106, -17.2791, 11.6880)  -1.478
C (-4.5272, -14.3026, 12.2313)  0.024
C (-5.5645, -14.6462, 11.3415)  0.346
C (-6.8821, -14.4090, 11.6498)  -1.006
C (-7.1831, -13.7401, 12.8515)  -0.446
C (-6.1520, -13.3966, 13.7390)  -0.747
C (-4.8570, -13.8103, 13.5015)  -0.129
H (-2.2148, -12.1539, 6.6571)  0.371
H (-2.9443, -14.4157, 6.7884)  0.385
H (-3.8488, -15.2851, 8.9611)  0.509
H (-1.6677, -12.0861, 10.9039)  0.374
H (-1.4139, -11.0053, 8.7165)  0.395
H (-0.7054, -16.4079, 10.4990)  0.878
H (-1.8680, -17.4770, 8.4703)  0.470
H (-3.5793, -19.3229, 9.0729)  0.520
H (-4.2564, -19.2494, 11.6110)  0.824
H (-4.5657, -17.0358, 12.3083)  1.724
H (-5.3178, -15.0932, 10.3906)  0.253
H (-7.7042, -14.7456, 11.0180)  0.456
H (-8.1920, -13.4105, 12.9991)  0.450
H (-6.3731, -12.9426, 14.6835)  0.476
H (-4.1102, -13.5269, 14.2200)  0.577
N (3.9041, -25.8289, 16.1547)  -0.497
C (3.1396, -24.9336, 16.4259)  -0.104
C (2.2159, -23.8698, 16.6369)  0.706
C (1.8072, -23.5645, 17.9812)  -1.000
C (0.9892, -22.4237, 18.1617)  -0.397
C (0.5821, -21.6640, 17.0521)  1.236
C (0.9293, -22.0470, 15.7120)  -0.094
C (1.7926, -23.0891, 15.5389)  -0.846
N (-0.2156, -20.5279, 17.2498)  0.254
C (-0.8885, -20.2196, 18.4704)  -0.547
C (-1.4039, -18.9757, 18.3002)  -0.778
N (-1.1217, -18.5213, 17.0384)  -0.115
C (-0.4347, -19.4446, 16.4372)  -0.444
H (2.1857, -24.1814, 18.8236)  0.388
H (0.6832, -22.0874, 19.1662)  0.261
H (0.6166, -21.4328, 14.8660)  0.262
H (2.1919, -23.5009, 14.5827)  0.334
H (-0.9793, -20.8756, 19.3278)  0.367
H (-2.0140, -18.3826, 19.0066)  0.466
H (-0.0408, -19.3453, 15.4196)  0.502
S (-2.3366, -19.4580, 13.7678)  -0.469
C (-2.1138, -19.1957, 11.8634)  -0.490
N (-1.6965, -20.4571, 11.3156)  -0.027
C (-0.3681, -20.8586, 11.4739)  -0.300
C (0.5990, -19.9037, 11.6769)  -0.997
C (0.1986, -18.5483, 11.7712)  0.146
N (-1.0685, -18.1865, 11.6319)  0.281
H (-2.4268, -21.1545, 11.4115)  0.371
H (-0.1652, -21.9269, 11.4615)  0.464
H (1.6239, -20.2182, 11.6775)  0.502
H (0.9292, -17.7487, 11.9736)  0.499

Output
* largest force on an atom: 6.4 eV Å⁻¹
* M: 1076.0 g mol⁻¹
* charge: +1
* DFT total energy: -111051.694 eV
* E_HOMO: -0.37930 Eh